The following is a quantum chemistry calculation of a cluster of 10 separate species, C20H62N14O10 in total, from OMol25.

* LUMO: 0.41 eV
* electronic energy: -63086.648 eV
* Kohn-Sham gap: 0.3538 Eh
* spin multiplicity: 1
* SMILES: COC[C@H](C)N.COC[C@H](C)N.NC(N)=O.NC(N)=O.NC(N)=O.NC(N)=O.NC(N)=O.NC(N)=O.CC(C)O.CC(C)O

Each line ends with the Löwdin charge.
Geometry (Å):
O 11.25248 13.05455 11.67177  -0.0710
N 10.11646 11.81405 8.19022  0.1437
C 14.74394 12.80953 16.19958  -0.6743
C 20.27171 11.63503 10.78216  -0.4514
O 14.77103 12.19360 17.23210  0.0434
N 14.02889 12.46791 15.08935  0.1760
H 18.35095 14.53096 7.79021  0.0825
H 17.34044 11.48379 6.08364  0.0730
H 9.22127 12.96628 12.83490  0.0762
C 21.08127 14.77284 6.44932  -0.0883
C 18.25337 11.12671 13.82590  -0.0676
H 13.44586 16.54989 11.81872  0.0932
H 10.10622 11.36633 11.01930  0.1218
H 18.08605 6.60629 8.66382  0.0627
H 10.34406 12.09674 13.98932  0.0697
H 14.28215 8.85996 13.70357  0.0749
H 21.53142 14.66043 5.46383  0.0854
H 21.96398 10.86822 11.67744  0.0934
C 15.83872 6.64039 13.61150  -0.0522
O 11.10197 10.01024 7.15171  -0.0250
O 14.41548 13.66955 12.66585  -0.0318
H 15.28649 5.87723 14.09483  0.0731
H 13.38895 6.77659 5.94113  0.0912
H 13.42331 10.40171 7.98348  0.0872
H 13.71416 6.92354 9.79214  0.0490
H 13.81940 15.24031 9.99664  0.0890
H 14.31624 13.70720 10.19934  0.0462
O 14.51940 6.27660 11.62066  -0.0359
H 12.72744 8.10254 9.17098  0.0794
H 19.15583 7.88424 10.46882  0.0664
H 17.02184 12.21295 4.69501  0.0435
N 13.15285 7.19629 9.01561  0.1797
O 14.54820 5.96750 7.77290  -0.0110
H 12.88702 8.22897 12.75066  0.0726
H 18.43946 9.35347 10.88983  0.0435
H 12.08262 12.95668 11.17595  0.0373
H 16.91006 13.66338 7.45393  0.0406
H 10.96574 12.29801 7.87214  0.1041
H 19.15874 11.33779 14.44523  0.0949
H 20.19048 15.40740 6.33559  0.0827
H 20.17181 13.69928 10.50334  0.0385
H 16.32810 6.64224 8.58273  0.0871
H 21.00015 9.59652 10.75767  0.0698
O 13.31343 12.22012 9.80168  -0.0825
C 21.35752 10.63117 10.78747  -0.0522
H 12.42193 10.57342 11.49579  0.0640
N 17.24428 6.92670 9.00237  0.1755
H 12.50579 8.04790 6.62091  0.0761
N 20.82092 12.97939 10.41280  0.0694
N 15.07149 11.19768 10.80662  0.1939
H 14.79648 9.60329 8.80590  0.0887
C 14.16352 14.65272 11.94122  -0.5837
N 9.51946 9.61231 8.72652  0.1635
H 9.82175 12.11464 9.15392  0.0968
H 8.60853 9.98393 8.92712  0.1076
H 18.45092 14.08915 5.42512  0.1200
C 17.15283 8.04482 9.83964  -0.5429
N 17.73969 12.06960 5.34958  0.0377
H 19.17515 12.82022 12.20247  0.1175
H 15.45704 10.31283 10.98861  0.0308
N 15.58789 13.90006 15.93480  0.1262
H 21.15930 13.02557 9.47915  0.0416
H 13.49303 7.42083 14.22090  0.0722
H 14.05713 13.09842 14.32612  0.0204
H 12.27019 11.04438 13.24899  0.0647
H 13.53567 15.96778 13.44829  0.1165
H 9.52519 8.68533 8.36029  0.1043
O 18.75436 10.83467 12.47678  -0.2069
H 15.26210 5.89986 11.16490  0.0817
H 16.82964 6.34308 13.23982  0.0837
H 19.49638 11.35570 10.10484  0.1114
C 13.81082 7.95187 13.32873  -0.0484
H 20.41858 12.50965 5.22220  0.1129
C 14.09392 11.22871 9.78306  -0.5899
H 19.83259 11.66998 6.63502  0.1162
C 10.70945 11.75644 11.91570  -0.4721
H 16.49711 13.73764 16.34437  0.0893
N 14.10246 10.38396 8.73162  0.1912
O 16.14647 8.70246 9.94676  -0.0069
H 21.80012 15.27652 7.02062  0.0645
H 17.54664 11.95663 13.93584  0.0772
H 14.86536 11.91751 11.51683  0.0825
H 8.97486 11.33602 13.23880  0.0816
H 21.95563 10.82904 9.90523  0.0796
H 18.16085 12.79675 8.31357  0.0880
C 9.77843 12.07008 13.07920  -0.0624
H 11.35430 9.76460 12.53882  0.0636
C 19.91906 12.65156 6.17644  -0.1846
H 15.74331 14.06521 14.95097  0.0616
N 13.33664 7.46951 6.63802  0.1746
C 18.47678 13.18449 6.00799  -0.3814
C 11.75520 10.73870 12.35978  -0.0469
C 19.69527 11.88401 12.13638  -0.2103
H 20.56381 11.89848 12.80956  0.1254
O 20.74607 13.49501 7.03717  -0.2241
H 13.34399 11.79989 15.19662  0.0629
C 13.73991 6.89601 7.79576  -0.6591
C 10.30024 10.43219 8.01424  -0.6528
C 17.95881 13.52355 7.46540  -0.0554
C 14.94833 7.23560 12.53833  -0.4895
H 16.09162 7.28088 14.43644  0.0723
N 13.83623 15.89191 12.47547  0.1586
H 17.79187 10.22569 14.20729  0.0757
N 14.37976 14.65155 10.56668  0.1670
H 15.28518 8.13617 11.94955  0.1140
N 18.45994 8.56181 10.27819  0.1660

The following is a quantum chemistry calculation of a structure of composition C20H24N5O2SV, from OMol25.

* LUMO (alpha / beta): -2.78 / -2.93 eV
* charge: +1
* electronic energy: -69193.042 eV
* Kohn-Sham gap (alpha / beta): 0.2527 / 0.2896 Eh
* spin multiplicity: 4
* ΔE to the lowest compared entry with this formula, charge and spin: 0.0 kJ/mol

Each line ends with the natural charge from an NBO analysis.
Geometry (Å):
H -1.65829 4.19530 -1.60502  0.2164
H 4.77830 0.41918 -4.16963  0.2373
H -3.26769 2.91187 -2.96826  0.2226
H -2.19650 -0.49816 5.80023  0.2166
H -2.05019 -2.12355 2.42520  0.4362
C -1.11197 -0.40445 5.85547  -0.4198
C 0.75136 0.47340 2.77763  0.6589
H -2.94161 -3.14531 -0.95176  0.2431
C 4.10063 1.09288 -2.22235  -0.5830
C -1.65248 3.11250 -1.56058  -0.1815
C -0.85928 -2.94970 -0.50430  0.1678
C 0.30415 -4.95786 0.12061  -0.1946
H 4.71553 0.55660 -1.50175  0.2583
H -0.04855 3.06258 -0.15439  0.2035
O 2.16092 -0.15634 -0.98584  -1.0055
H 1.23527 -3.02549 -0.04592  0.2065
H -0.89324 0.45473 6.48438  0.2371
H 3.62221 -0.65542 -3.37928  0.2238
C 0.31108 -3.59209 -0.11768  -0.2479
H -3.26782 0.41538 -2.83115  0.2251
H 1.47325 0.40118 4.80942  0.2461
C -0.87386 -5.67682 -0.02102  -0.1988
S 2.46243 1.26529 -1.49064  1.2469
N -0.55685 -0.16842 4.53748  -0.3727
C -1.64186 0.37999 -1.43011  0.0773
N -1.70319 -1.02137 -1.37926  -0.1310
N -0.17596 -0.42479 2.34455  -0.6738
C -2.56806 1.01346 -2.26088  -0.1844
N -1.86740 -1.70046 3.32098  -0.7542
N -0.78802 -1.53698 -0.68358  -0.3071
H -0.68947 -1.29642 6.32171  0.2161
H -2.38419 -2.01203 4.12313  0.4196
C 2.71434 1.13453 -4.20304  -0.4139
H 2.29524 0.58485 -5.04448  0.2390
H 0.35864 1.74922 4.48817  0.2502
C -2.04372 -3.66509 -0.64771  -0.2433
H 1.21788 -5.46157 0.40605  0.2257
C -0.74164 2.46080 -0.73544  -0.2553
H 1.12335 2.30018 -3.18841  0.2559
C -0.69399 1.06643 -0.64320  -0.4249
C -2.56443 2.39308 -2.33090  -0.2405
H 0.91232 0.55154 -3.07052  0.2588
H 4.49147 2.10476 -2.35046  0.2378
H -2.95952 -5.59215 -0.51892  0.2263
C 3.87961 0.39010 -3.55475  -0.4139
V 0.54831 -0.31600 0.29464  1.1670
C 1.65194 1.35091 -3.11998  -0.5893
H 3.05946 2.09827 -4.58110  0.2147
H -0.88251 -6.74268 0.16287  0.2264
C -2.04274 -5.02897 -0.40528  -0.1923
C -0.90012 -0.79598 3.40621  0.6712
O 1.57719 0.94984 2.00876  -0.5918
C 0.57686 0.70416 4.26461  -0.3129

The following is a quantum chemistry calculation of a structure of composition C18H57HfN3O16S, from OMol25.

* LUMO: -9.29 eV
* charge: +2
* electronic energy: -68942.946 eV
* Kohn-Sham gap: 0.1112 Eh
* spin multiplicity: 1

Each line ends with the Löwdin charge.
Geometry (Å):
H -5.65040 -20.35411 -3.03033  0.1161
N -5.21890 -20.52666 -11.84177  -0.0788
H 1.32036 -17.49539 -5.70663  0.0941
H -5.53618 -21.14077 -12.57819  0.1145
H -8.30262 -23.58552 -11.24831  0.0775
N -4.11767 -15.02153 -6.24491  -0.0660
O -4.68921 -13.55689 -3.76677  -0.2584
C -0.89669 -18.85622 -13.46963  -0.0815
H -1.40985 -15.24412 -10.19321  0.1047
H -8.59159 -23.65339 -12.97663  0.0911
H -4.78845 -18.51982 -12.50431  0.1275
Hf -1.99300 -18.70537 -4.82537  2.2523
H -0.94778 -18.89637 -11.19613  -0.0067
H -6.89671 -21.97501 -10.36871  0.1060
H -2.45803 -16.59456 -10.51672  0.1012
O -3.64772 -19.17890 -6.34144  -0.3582
H -3.76249 -20.26840 -8.96903  -0.0477
H -1.51559 -16.53805 -9.06285  0.0635
O -0.68519 -18.94552 -10.27697  -0.0408
H -1.22956 -18.96719 -7.81269  0.0158
O -0.34923 -16.69106 -4.89776  -0.2889
H -1.07286 -18.81968 -14.54467  0.0993
O -5.60139 -16.01109 -9.40814  -0.0455
C -0.82357 -15.37444 -4.57330  -0.1518
H -6.32929 -19.39302 -10.31853  0.0916
H -0.03644 -14.72500 -4.19021  0.1450
C -4.95605 -20.24098 -3.86290  -0.0543
H -1.95422 -21.50867 -6.46666  0.1067
H -9.64782 -22.72002 -11.85122  0.0870
C -2.58000 -14.33838 -8.05554  -0.1863
H -3.23948 -19.92149 -13.90951  0.1294
O -4.36764 -20.99176 -9.13270  -0.0571
C -2.12353 -15.92282 -9.72617  -0.0791
H -3.84545 -16.99221 -2.10917  0.1427
H -5.80422 -18.01507 -3.01818  0.1545
H -8.30192 -21.03345 -10.38971  0.1175
H -2.45796 -14.60112 -3.28971  0.1325
C -5.69720 -13.61050 -4.81175  -0.1520
H -2.18478 -13.47702 -8.59402  0.1386
H -5.81663 -15.75720 -5.29752  0.0913
H -4.52898 -13.68865 -7.69504  0.1332
C -1.99779 -15.55578 -3.54463  -0.1220
H 1.50572 -15.71857 -5.39587  0.1187
N -2.99108 -16.53986 -4.05585  -0.1047
C -4.32674 -19.39476 -12.04672  -0.1904
C -8.62511 -22.99690 -12.10715  -0.0995
H -2.56269 -20.59785 -12.44013  0.1249
H -0.34323 -19.73880 -13.14896  0.0965
S -3.54579 -18.24277 -7.43348  0.3907
H -4.14349 -15.80373 -6.88333  0.0517
O -7.69828 -21.91198 -12.29587  -0.1933
H -4.83136 -15.44459 -9.45682  -0.0035
C -7.43380 -21.27116 -11.00449  -0.1782
C -4.12314 -16.77807 -3.14122  -0.1423
O -3.12474 -15.15902 -9.08733  -0.2024
O -0.75806 -19.00238 -6.98041  -0.0745
H -0.27347 -17.99376 -13.23325  0.0955
H -1.25064 -14.83450 -5.41839  0.1172
H -6.66836 -13.58871 -4.31733  0.1280
H -1.69718 -14.70692 -7.53312  0.1018
H -6.40034 -18.28808 -8.13256  -0.0297
H -6.92026 -19.32671 -11.94992  0.1154
C -6.50202 -20.00351 -11.20485  -0.1397
H -5.64991 -20.23988 -4.70353  0.1144
H -6.22287 -14.75054 -6.61019  0.1330
H -5.57611 -12.72525 -5.43608  0.1156
C 0.83746 -16.51824 -5.71535  -0.0270
H -4.11209 -12.46864 -2.03077  0.0808
C -5.50595 -14.83780 -5.79379  -0.1433
C -4.97090 -17.89403 -3.71029  -0.1787
H -5.75987 -12.64703 -2.05912  0.0907
H -5.44453 -17.65042 -4.66131  0.1309
C -3.04590 -19.71423 -12.85706  -0.2000
C -3.65976 -13.91766 -7.07852  -0.1616
H -3.95416 -19.12500 -11.05853  0.0949
O -2.66425 -17.46144 -6.58984  -0.4040
H 0.16647 -18.97753 -7.22712  0.1016
H -6.91625 -19.59394 -7.56648  0.0282
O -7.20910 -18.75865 -7.93083  -0.0374
H -3.36303 -13.05586 -6.48072  0.1325
H -4.55585 -20.93985 -10.06978  -0.0176
H -4.93438 -11.58656 -3.31133  0.0946
H -4.42737 -21.19287 -3.91275  0.1034
O -4.17884 -19.06181 -3.77334  -0.2969
O -1.86201 -21.11141 -5.60069  -0.0517
H -4.70388 -15.86442 -3.01441  0.1299
H -5.36556 -16.68211 -8.76756  -0.0737
H -3.26769 -15.91889 -4.80284  0.0586
H -1.49892 -15.99140 -2.67892  0.1237
H -1.50329 -18.85452 -9.78845  -0.0318
O -2.80331 -18.88231 -8.51822  -0.2954
C -4.92769 -12.52202 -2.75190  -0.0590
H 0.51068 -16.37746 -6.74565  0.1036
O -2.09442 -18.69007 -12.70358  -0.2431
O -4.81752 -17.57659 -7.68972  -0.2475
H -1.89409 -21.85032 -4.99305  0.0920

The following is a quantum chemistry calculation of the ion C29H41O4Si2 with charge +1, from OMol25.

* LUMO: -4.40 eV
* charge: +1
* electronic energy: -54679.000 eV
* Kohn-Sham gap: 0.2148 Eh
* spin multiplicity: 1

Each line ends with the Löwdin charge.
Geometry (Å):
C 0.45864 -1.41052 3.28056  -0.1470
H -0.87576 -0.97267 -3.27468  0.0198
H -2.54756 -1.32544 -3.76406  0.0453
C -1.00411 4.03490 2.51295  -0.1410
C -3.59316 0.64265 -0.81570  -0.1404
H 0.52835 0.48693 -4.04945  0.1239
H -2.04928 0.33762 -3.48705  0.0446
H -2.75976 4.32240 -0.44976  0.1337
H -1.55476 3.66724 4.54153  0.1202
H 0.98822 -1.35451 4.25720  0.1380
C -0.22794 -4.02466 -1.67661  -0.1223
C 2.70318 -4.26244 -0.78842  -0.1409
H -3.12058 -3.21044 -1.47468  0.0080
C 0.03826 3.21634 2.06858  0.0297
H 1.16435 0.88597 1.37068  0.1026
H -0.77327 5.23945 4.31096  0.1202
H 0.39763 -5.53227 1.12951  0.0577
C 4.65965 0.22034 -4.06604  -0.1007
C -1.18840 -0.06583 1.79460  -0.0823
H -0.12559 -2.34299 3.26035  0.1147
H 2.99577 -3.76189 -1.71797  0.0491
H -2.06887 -0.72475 1.75056  0.1335
H 5.18351 0.89002 -4.77120  0.1298
O -3.10282 4.97868 2.18549  -0.0112
O -1.04373 -0.76129 -0.53650  -0.1592
H 2.71560 -5.34770 -0.95272  0.0519
C -0.92498 3.15691 -0.14698  -0.0379
H 5.35139 1.59507 -2.56474  0.1212
C 0.85212 -1.27287 0.81759  -0.0949
C -1.44361 4.51607 3.86435  -0.0974
H -4.29211 0.31240 -0.03283  0.0440
C -2.80002 5.14474 3.60718  -0.1200
H -2.82210 6.23005 3.81635  0.1316
H -0.76454 3.00547 -1.21323  0.1150
H -1.54494 0.96567 1.66448  0.1168
Si -2.51331 -0.78549 -1.32997  0.4071
H 1.06383 -4.24111 2.13725  0.0360
H -0.06312 -5.05312 -2.03245  0.0565
H -1.26000 -3.94062 -1.31426  0.0171
C -1.93134 -0.68947 -3.10943  -0.1510
C -3.55159 -2.30343 -1.06828  -0.1587
C -1.98954 3.95287 0.24651  0.0126
H -3.61649 4.68740 4.17940  0.1264
C 0.41619 -4.44482 1.27812  -0.1375
C -0.09694 2.53006 0.81110  -0.1625
H -1.18294 -0.16417 3.93916  0.1314
C 1.49380 -1.44215 2.15597  -0.0833
H 3.42229 -4.01380 -0.00287  0.0443
C 0.59121 1.19227 0.50600  -0.0887
H -3.06319 1.53055 -0.45535  0.0091
Si 1.00799 -3.71798 -0.33019  0.4794
H 0.95024 3.14544 2.68561  0.1329
H 2.20312 -0.62186 2.33553  0.1549
C -0.44426 -0.18525 3.12350  -0.1641
O 1.23001 -2.01877 -0.19227  0.0066
C 0.61273 1.00764 -1.93169  -0.0551
H -0.60663 -4.13733 1.52602  0.0490
C 1.15672 0.65841 -3.16098  0.0268
C 2.55046 0.57652 -3.25394  -0.2245
C -2.04458 4.34699 1.60461  -0.2146
H 0.16838 0.70958 3.23666  0.1023
H -0.08233 -3.33173 -2.51405  0.0496
H 3.43313 1.31404 -0.03281  0.1297
C 1.38636 1.09474 -0.77409  -0.1943
H -4.20747 0.93084 -1.68425  0.0507
H -3.78896 -2.44745 -0.00121  0.0431
H 2.08582 -2.36414 2.16330  0.1217
H -0.45980 1.18737 -1.86682  0.0891
O 3.21588 0.27623 -4.40580  -0.0162
C -0.26424 -0.28869 0.57000  -0.2729
C 3.37503 0.81777 -2.13128  -0.1394
C 4.78862 0.66304 -2.60442  -0.0992
H 4.98928 -0.79670 -4.24452  0.1161
C 2.78777 1.09136 -0.89350  0.0394
H 5.33844 -0.08525 -2.02994  0.1193
H -4.50937 -2.11843 -1.58469  0.0546

The following is a quantum chemistry calculation of a structure of composition C3H11FN3O, from OMol25.

* LUMO: -3.80 eV
* charge: +1
* electronic energy: -12513.102 eV
* Kohn-Sham gap: 0.3885 Eh
* spin multiplicity: 1
* ΔE to the lowest compared entry with this formula, charge and spin: 229.6 kJ/mol

Each line ends with the natural charge from an NBO analysis.
Geometry (Å):
H 0.63945 -1.10608 -1.06444  0.2058
N -0.81603 -1.69630 1.90162  -0.0576
H -0.47650 -1.24473 3.96106  0.2615
H -2.03969 0.92282 -0.11713  0.4849
C -0.25171 -0.89304 2.90388  -0.4752
O -1.42210 0.56233 0.54374  -0.9686
H 1.39468 -0.32723 -2.49592  0.2316
H -0.54938 0.19326 2.75439  0.2852
F -0.69211 -3.06276 2.00204  -0.1553
H 0.54340 1.89450 -1.11206  0.4121
N 0.75501 0.93827 -0.77939  -0.8154
H -0.42708 0.72041 -0.14614  0.4718
H -0.45008 -0.13646 -2.15564  0.2108
H 0.85054 -0.71894 2.85952  0.2248
N -2.27596 -1.87301 0.03295  -0.5724
C 0.60525 -0.18813 -1.67544  -0.4275
C -1.51843 -1.45328 0.82784  0.7787
H -2.91881 -1.98568 -0.78297  0.4916
H 1.53526 1.01269 -0.14077  0.4131

spin multiplicity of number 4 (C29H41O4Si2)? 1